Record 1
{"formula": "C19H15BF2NO4SbSe4SiTc", "method": "the ωB97M-V functional and the def2-TZVPD basis", "symbols": ["Tc", "O", "C", "C", "C", "C", "C", "C", "C", "O", "N", "O", "O", "H", "H", "H", "H", "Se", "Sb", "Se", "Se", "Se", "F", "B", "F", "C", "C", "C", "C", "C", "C", "Si", "C", "C", "C", "C", "C", "C", "H", "H", "H", "H", "H", "H", "H", "H", "H", "H", "H"], "coordinates": [[-1.7907, -1.7686, 1.4662], [-2.8897, -0.2894, 1.5362], [-3.2350, 0.7303, 0.9199], [-2.6697, 1.0891, -0.3539], [-3.3304, 2.0050, -1.1784], [-2.8716, 2.2140, -2.4625], [-1.8067, 1.4789, -2.9755], [-1.1230, 0.5941, -2.1634], [-1.5121, 0.4357, -0.8402], [-0.7279, -0.2866, 0.0363], [-3.5279, 3.2098, -3.3078], [-3.0345, 3.4117, -4.3890], [-4.5007, 3.7551, -2.8481], [-4.0665, 1.3194, 1.3049], [-4.1928, 2.5406, -0.8110], [-1.5166, 1.6202, -4.0039], [-0.2768, 0.0443, -2.5434], [-1.7609, -7.0503, 1.3883], [-1.8523, -5.1183, -0.0012], [-0.1600, -3.3403, 1.1388], [-3.4413, -3.3014, 1.4823], [-2.1289, -4.5227, -2.3050], [-0.7706, -0.9381, 3.9273], [-1.2814, -2.0678, 3.4849], [-1.3575, -3.0553, 4.3387], [3.2941, -1.5085, 3.7298], [2.6205, -0.3492, 4.0786], [1.7800, 0.2681, 3.1706], [1.6004, -0.2598, 1.8897], [2.3283, -1.4010, 1.5384], [3.1518, -2.0301, 2.4537], [0.6080, 0.6959, 0.6143], [1.5879, 1.0639, -0.9403], [2.0568, 0.0448, -1.7719], [2.7600, 0.3437, -2.9232], [3.0014, 1.6632, -3.2656], [2.5698, 2.6803, -2.4314], [1.8710, 2.3835, -1.2761], [3.9405, -1.9927, 4.4447], [2.7549, 0.0763, 5.0621], [1.2579, 1.1715, 3.4544], [2.2611, -1.8038, 0.5343], [3.6929, -2.9174, 2.1664], [-0.1512, 1.8220, 1.1845], [1.8646, -0.9912, -1.5271], [3.1248, -0.4510, -3.5527], [3.5262, 1.8979, -4.1792], [2.7842, 3.7083, -2.6745], [1.5394, 3.1756, -0.6203]], "atomic_forces_ev_per_a": [[2.216, -4.031, 0.401], [-2.401, 3.438, -0.282], [-0.288, 0.181, -0.305], [0.445, -0.230, -0.319], [0.013, 0.012, 0.038], [0.384, -0.638, 0.444], [-0.347, 0.245, 0.064], [-0.080, -0.228, 0.348], [-0.419, 0.292, -0.303], [-0.352, -0.360, 0.078], [-0.001, -0.025, 0.017], [0.079, 0.102, -0.365], [-0.347, 0.230, 0.099], [0.038, 0.052, 0.229], [-0.103, 0.072, -0.064], [0.045, 0.051, -0.095], [-0.025, 0.011, -0.001], [-0.025, 0.706, -0.604], [0.141, -0.395, 0.026], [0.060, -0.331, -0.661], [0.124, 0.590, -0.248], [0.063, -0.154, 1.049], [0.226, 0.623, 0.040], [-0.147, -0.424, 0.498], [-0.190, -0.254, -0.247], [-0.070, 0.104, -0.014], [0.072, 0.026, 0.186], [-0.178, 0.073, -0.169], [-0.350, 0.368, -0.438], [0.053, 0.051, -0.172], [0.005, -0.015, -0.084], [1.214, -0.459, -0.042], [-0.255, 0.043, 0.625], [0.048, -0.032, 0.184], [-0.016, -0.158, -0.008], [-0.013, 0.164, 0.012], [0.107, 0.178, -0.126], [-0.115, -0.106, 0.173], [0.075, -0.053, 0.070], [-0.018, 0.023, 0.067], [-0.053, 0.061, 0.096], [0.034, 0.010, 0.059], [0.072, -0.117, -0.034], [0.215, 0.197, 0.044], [-0.028, -0.127, -0.016], [0.019, -0.135, -0.112], [0.091, 0.021, -0.039], [0.011, 0.140, -0.080], [-0.028, 0.207, -0.023]], "lowdin_charge": [0.7066, -0.2256, -0.0693, -0.1114, 0.0924, -0.1053, 0.0792, 0.0431, -0.2593, -0.3069, -0.3577, 0.1173, 0.1127, 0.1631, 0.1412, 0.1385, 0.1244, 0.0096, -0.0510, 0.3778, 0.3917, -0.0218, 0.2033, -0.8575, 0.2134, -0.0477, -0.0618, -0.1109, -0.2898, -0.1842, -0.0694, 0.7587, -0.2745, -0.1132, -0.0631, -0.0564, -0.0623, -0.0915, 0.1147, 0.1147, 0.1051, 0.0677, 0.1149, 0.0558, 0.1037, 0.1128, 0.1137, 0.1117, 0.1030], "homo_ev": [-11.0477, -11.0409], "total_charge": 1, "gap_ev": [5.1665, 5.1185], "lumo_energy_ev": [-5.88, -5.92]}

***

Record 2
{"formula": "C30H31BF6O2S", "method": "the ωB97M-V functional and the def2-TZVPD basis", "symbols": ["C", "C", "C", "C", "C", "B", "C", "C", "C", "C", "F", "F", "F", "C", "C", "C", "F", "F", "F", "C", "O", "C", "C", "C", "C", "C", "C", "O", "S", "H", "H", "H", "H", "H", "H", "H", "H", "H", "H", "H", "H", "H", "H", "H", "H", "H", "H", "H", "H", "C", "C", "C", "C", "C", "C", "C", "C", "C", "C", "C", "H", "H", "H", "H", "H", "H", "H", "H", "H", "H", "H"], "coordinates": [[-3.0089, 3.1484, -1.2778], [-2.0397, 2.0242, -1.1672], [-1.7524, 1.0087, -2.0919], [-0.4056, 0.5607, -2.0327], [0.3684, 1.3049, -1.1308], [-1.9471, -1.6771, 2.2751], [1.6829, 1.8444, -1.4183], [2.2426, 2.9199, -0.6925], [3.5857, 3.2182, -0.8233], [4.2289, 4.2148, 0.0997], [4.8399, 5.2472, -0.5512], [3.3071, 4.7641, 0.9496], [5.1895, 3.6023, 0.8810], [4.3832, 2.5395, -1.7479], [3.7955, 1.5590, -2.5463], [4.6644, 0.7247, -3.4507], [4.0605, -0.4710, -3.7611], [4.9564, 1.3302, -4.6353], [5.8653, 0.4267, -2.8487], [2.4509, 1.2419, -2.4364], [-2.7711, -0.5374, 2.1463], [-3.8766, -0.9742, 1.2659], [-5.0746, -1.0932, 2.2292], [-4.2469, 0.0840, 0.2319], [-3.2701, -2.3090, 0.6051], [-4.1297, -3.5595, 0.3740], [-2.3890, -1.9884, -0.6213], [-2.3982, -2.8095, 1.6511], [-0.7155, 2.1724, -0.0415], [-3.5960, 3.0975, -2.2017], [-3.7054, 3.1931, -0.4266], [-2.4224, 4.0762, -1.2915], [-2.4433, 0.6988, -2.8873], [0.0175, -0.2195, -2.6718], [1.6226, 3.4918, -0.0040], [5.4478, 2.7235, -1.7976], [2.0057, 0.4931, -3.0948], [-6.0481, -1.2235, 1.7266], [-4.8901, -1.9413, 2.9034], [-5.1752, -0.1414, 2.7978], [-5.1760, -0.1976, -0.3036], [-4.4280, 1.0796, 0.6784], [-3.4391, 0.2017, -0.5112], [-4.9188, -3.4139, -0.3661], [-3.4626, -4.3646, 0.0035], [-4.5634, -3.8646, 1.3418], [-2.9587, -1.6781, -1.5158], [-1.6986, -1.1661, -0.3626], [-1.8038, -2.8652, -0.9514], [0.5248, -2.8382, 0.8376], [0.2813, -3.4994, 2.2235], [-0.4289, -2.4248, 3.0041], [-0.3545, -1.1542, 2.3106], [0.3744, -1.3099, 1.0145], [1.4601, -0.4757, 0.7313], [1.7680, 0.6930, 1.5022], [3.0726, 1.1218, 1.5863], [4.0669, 0.5141, 0.8213], [3.7168, -0.4463, -0.1222], [2.4181, -0.8790, -0.2273], [1.4666, -3.1968, 0.3928], [-0.3094, -3.1943, 0.2041], [-0.3465, -4.3910, 2.1195], [1.2246, -3.8303, 2.6974], [-0.6276, -2.5190, 4.0783], [-0.2479, -0.2216, 2.8708], [0.9992, 1.2108, 2.0900], [3.3351, 1.9402, 2.2623], [5.1052, 0.8204, 0.9078], [4.4541, -0.8417, -0.8093], [2.0868, -1.5746, -0.9953]], "atomic_forces_ev_per_a": [[-0.665, -0.042, 0.521], [1.071, -1.387, -1.319], [-0.618, 1.191, 0.707], [0.872, 0.609, 0.760], [-1.871, 0.051, -1.116], [-0.898, -0.570, -0.852], [1.037, -0.348, 0.125], [-0.342, -0.500, -0.168], [0.313, 0.062, -0.715], [0.131, 0.343, 0.603], [-0.383, -0.862, 0.560], [0.939, -0.318, -0.551], [-0.845, 0.794, -0.728], [-0.313, -0.155, 0.234], [0.128, 0.158, -0.105], [0.396, -0.485, -0.362], [0.669, 0.982, 0.230], [-0.123, -0.409, 0.774], [-1.066, 0.219, -0.641], [-0.015, 0.286, 0.425], [0.267, -1.308, -0.451], [-0.764, -0.022, 0.213], [-0.057, -0.373, -0.007], [0.544, 0.320, -0.587], [-0.522, -0.756, -0.170], [-0.356, 0.381, -0.073], [-0.215, 0.205, -0.227], [-0.178, 1.088, -0.536], [0.194, 0.536, -1.252], [0.142, -0.155, 0.204], [0.124, 0.099, -0.208], [-0.324, -0.125, -0.025], [0.285, 0.219, 0.425], [-0.181, 0.571, -0.060], [0.225, -0.325, -0.051], [-0.001, 0.033, -0.032], [0.270, 0.179, 0.403], [0.487, -0.226, -0.028], [-0.272, 0.341, 0.084], [0.360, -0.714, -0.258], [0.482, -0.054, 0.317], [0.107, -0.562, 0.083], [-0.624, 0.022, 0.466], [-0.053, 0.036, 0.054], [-0.360, 0.473, 0.305], [0.075, 0.029, -0.508], [-0.040, -0.031, 0.554], [-0.132, -0.398, -0.218], [-0.363, 0.307, 0.417], [-0.948, -0.472, -0.490], [-0.567, -0.105, -0.538], [-0.316, 1.559, 1.152], [5.257, -0.361, -1.165], [-2.354, -1.823, 3.798], [1.223, 1.949, -0.220], [-0.140, -0.729, 0.095], [0.236, 0.207, 0.067], [0.355, -0.165, -0.096], [0.311, 0.315, -0.030], [-0.773, -0.285, 0.698], [-0.339, 0.487, 0.119], [0.677, 0.051, 0.073], [0.203, 0.057, -0.105], [-0.398, 0.433, 0.234], [0.176, 0.443, -0.425], [-0.678, -0.313, -0.264], [0.351, -0.454, -0.109], [-0.107, -0.194, -0.264], [-0.164, 0.035, 0.040], [0.122, 0.054, 0.037], [0.333, -0.097, 0.180]], "lowdin_charge": [-0.1037, -0.5711, -0.1442, -0.1007, -0.4536, -0.6216, -0.1959, 0.0234, -0.1174, -0.5031, 0.1277, 0.1106, 0.1072, 0.0506, -0.1167, -0.5082, 0.1040, 0.1279, 0.1091, 0.0456, 0.1254, -0.3989, -0.0136, -0.0164, -0.4006, 0.0019, -0.0160, 0.1010, 1.1066, 0.0878, 0.0739, 0.0784, 0.1240, 0.1213, 0.1071, 0.1407, 0.1291, 0.0900, 0.0921, 0.1026, 0.1076, 0.0972, 0.0392, 0.0856, 0.0997, 0.0925, 0.0985, 0.0750, 0.0936, -0.1080, -0.1211, -0.0578, -0.0668, -0.1135, -0.2317, -0.0669, -0.0935, -0.0885, -0.0809, -0.0562, 0.1135, 0.0861, 0.1149, 0.1256, 0.1399, 0.1531, 0.1015, 0.1159, 0.1069, 0.1077, 0.1246], "homo_ev": -6.2652, "gap_ev": 5.7465, "lumo_energy_ev": -0.52}

***

Record 3
{"formula": "CH3OPS", "method": "the ωB97M-V functional and the def2-TZVPD basis", "symbols": ["C", "O", "P", "S", "H", "H", "H"], "coordinates": [[-0.0666, -0.7453, -0.7867], [0.1237, 0.8558, 1.4084], [0.3767, 0.8094, -0.1781], [-1.2392, -0.0078, 2.0402], [-0.8062, -1.3327, -0.2706], [-0.1343, -0.8403, -1.8373], [1.7458, 1.2608, -0.3758]], "atomic_forces_ev_per_a": [[0.389, 1.023, 0.529], [-0.845, -0.436, 0.527], [-0.513, -0.435, -0.368], [1.242, 0.674, -0.341], [-0.002, 0.088, 0.428], [0.379, -0.114, -1.096], [-0.650, -0.800, 0.322]], "lowdin_charge": [-0.2549, -0.9475, 0.7471, 0.5306, -0.0477, -0.0217, -0.0059], "homo_ev": [-8.9616, -7.6795], "gap_ev": [7.9766, 5.5326], "lumo_energy_ev": [-0.98, -2.15]}

***

Record 4
{"formula": "C5H6O", "method": "the ωB97M-V functional and the def2-TZVPD basis", "symbols": ["C", "C", "C", "O", "C", "C", "H", "H", "H", "H", "H", "H"], "coordinates": [[-1.5748, 0.4669, 1.6935], [-1.0904, 0.4053, 0.4803], [-0.4447, 0.2772, -0.6582], [-0.7193, 1.0231, -1.7865], [0.6319, -0.7459, -0.7786], [1.7507, -0.6471, -0.0572], [-1.0730, 1.0440, 2.4680], [-2.4775, -0.0883, 1.9478], [0.0757, 1.0214, -2.3379], [0.4468, -1.5768, -1.4651], [2.5551, -1.3743, -0.1190], [1.9194, 0.1947, 0.6131]], "atomic_forces_ev_per_a": [[-0.062, -0.231, -0.422], [0.357, 0.260, -0.116], [-0.024, -0.211, 0.412], [0.066, -0.062, 0.084], [0.175, 0.085, 0.298], [-0.105, -0.034, -0.293], [-0.210, 0.006, -0.113], [0.174, 0.146, 0.105], [-0.199, -0.006, 0.116], [0.184, 0.221, 0.103], [-0.181, -0.014, -0.060], [-0.176, -0.161, -0.114]], "lowdin_charge": [0.0123, -0.0334, -0.3711, 0.0316, -0.1254, 0.0309, 0.0580, 0.0564, 0.1029, 0.1097, 0.0561, 0.0719], "smiles": "C=C=C(O)C=C", "homo_ev": -8.7592, "gap_ev": 9.5652, "lumo_energy_ev": 0.81}

***

The records above yield energy relative to the best compared isomer or geometry (same formula, charge and spin) values of 34.8, 107.4, 85.2, 54.1 kcal per mole, respectively.